Below is 3 unconnected molecules or ions with the total composition C35H62N2O4P, with properties calculated with ωB97M-V/def2-TZVPD.

Geometry as XYZ:
```
104
Properties=species:S:1:pos:R:3:lowdin_charge:R:1
P -3.960 -4.196 -0.161 0.935
O -2.382 -3.654 -0.518 -0.285
O -4.409 -4.993 -1.585 -0.240
O -5.896 -2.095 1.829 0.185
O -5.029 -2.853 -0.119 -0.215
N -0.973 -0.576 2.224 -0.042
N -5.318 0.601 -2.066 0.076
C -6.643 3.565 -0.594 -0.113
C 8.362 -0.432 -0.286 -0.245
C -2.413 -0.162 -1.916 0.006
C 1.815 1.271 1.092 -0.214
C 9.050 -1.863 -0.204 -0.110
C 6.271 -0.521 -1.786 -0.198
C -2.965 -1.978 2.769 0.089
C 4.344 -4.863 3.001 -0.271
C -6.989 6.073 -3.379 -0.273
C -3.568 -1.562 1.477 -0.032
C -1.532 -0.184 1.039 0.075
C -6.138 7.325 -3.552 -0.113
C -3.377 -0.180 -0.798 -0.143
C 6.774 -0.607 -0.261 -0.210
C 5.675 0.943 -1.979 -0.219
C 0.763 1.329 2.281 -0.170
C 1.569 -4.808 1.560 -0.267
C -4.779 0.212 -0.881 -0.076
C -7.800 6.069 -2.082 -0.228
C 2.321 -6.079 1.950 -0.222
C -2.857 -0.649 0.582 -0.047
C -4.952 -2.168 1.110 -0.512
C -3.047 0.268 -3.189 -0.018
C 3.264 -5.936 3.148 -0.225
C 3.243 3.043 -0.153 -0.209
C 1.784 2.661 0.304 -0.193
C 5.309 -5.131 1.852 -0.108
C -5.976 4.935 -0.647 -0.272
C 0.386 -0.153 2.688 -0.108
C -1.658 -1.434 3.074 0.002
C 0.639 -4.297 2.654 -0.113
C 4.174 0.919 -1.442 -0.207
C -4.470 0.592 -3.123 -0.123
C -6.970 6.086 -0.796 -0.228
C 3.598 2.394 -1.549 -0.200
H -2.466 0.306 -4.144 0.111
H 3.618 0.211 -2.112 0.108
H -6.760 8.223 -3.546 0.077
H 5.423 -1.238 -1.984 0.100
H 4.223 0.548 -0.386 0.089
H -5.891 2.786 -0.455 0.036
H 3.888 -3.875 2.875 0.092
H 0.105 -3.407 2.309 0.036
H 4.389 3.026 -2.044 0.107
H -7.657 6.073 0.058 0.111
H -5.409 5.084 0.277 0.102
H 1.593 -6.866 2.176 0.113
H 1.065 2.532 -0.547 0.109
H 9.812 -1.840 0.623 0.073
H 1.288 1.778 3.175 0.128
H -6.353 5.185 -3.436 0.094
H -6.425 7.032 -0.725 0.102
H 6.292 0.238 0.315 0.091
H 7.124 -0.748 -2.472 0.102
H 8.311 -2.661 0.062 0.057
H -0.950 0.496 0.375 0.145
H 5.811 -6.093 1.983 0.080
H -7.685 6.006 -4.221 0.106
H 3.746 -6.903 3.325 0.114
H 4.916 -4.819 3.932 0.107
H -7.346 3.508 0.241 0.079
H 2.679 -5.725 4.049 0.100
H 1.546 0.402 0.434 0.102
H 0.973 -5.018 0.667 0.104
H -4.131 -4.368 -2.292 0.062
H 8.676 0.050 -1.247 0.096
H 0.435 -0.247 3.802 0.135
H 2.854 1.096 1.493 0.114
H -2.311 -3.442 -1.470 0.052
H -1.343 -0.447 -1.828 0.113
H -7.183 3.342 -1.515 0.069
H 6.281 1.651 -1.352 0.113
H 1.120 -0.862 2.226 0.136
H -8.464 6.939 -2.076 0.112
H 6.075 -4.354 1.814 0.063
H -5.243 4.955 -1.461 0.097
H 2.273 -4.018 1.278 0.096
H -5.452 0.206 0.017 0.138
H 6.461 -1.572 0.213 0.089
H 3.283 4.164 -0.287 0.111
H 8.679 0.259 0.544 0.100
H -4.933 0.881 -4.106 0.120
H 4.797 -5.138 0.887 0.066
H -1.199 -1.741 4.048 0.152
H 4.019 2.776 0.623 0.117
H -5.390 7.419 -2.762 0.064
H -5.607 7.291 -4.506 0.069
H 1.420 3.423 1.054 0.111
H -0.103 -5.054 2.919 0.083
H -0.117 1.990 2.075 0.118
H 2.676 2.428 -2.197 0.108
H 5.734 1.287 -3.043 0.113
H -8.455 5.192 -2.081 0.101
H 2.884 -6.434 1.082 0.105
H 1.190 -4.022 3.557 0.070
H 9.496 -2.116 -1.197 0.071
H -3.523 -2.688 3.416 0.143
```

* net charge: +1
* HOMO energy: -12.15 eV
* gap between HOMO and LUMO: 7.581 eV
* LUMO energy: -4.57 eV
* spin multiplicity: 1